Entry 1:
A structure of composition C5H4InO7. Source: OMol25; level of theory: ωB97M-V/def2-TZVPD.

Geometry as ORCA input:
```
! wB97M-V def2-TZVPD RIJCOSX def2/J DEFGRID3
* xyz 0 2
O -0.6253 -0.8004 -1.5248
C -0.0758 -0.7863 -2.6830
O 0.0490 -1.7562 -3.4214
O -0.3269 1.6375 -2.4680
O 0.0327 0.8768 -4.5380
C -0.0639 0.7245 -3.3276
In -0.6624 0.9399 -0.7188
O -0.7054 1.5192 0.9870
C -0.5393 1.0051 2.2510
C -0.1173 -0.4553 2.2454
O 1.2312 -0.6087 1.7352
C 1.4772 -1.4723 0.7935
H 0.2160 1.5791 2.8256
H -1.4736 1.0395 2.8490
H -0.7902 -1.0663 1.6268
H -0.0788 -0.8689 3.2597
O 2.4529 -1.5073 0.1085
*
```

The HOMO energy (spin up / spin down) is -9.46 / -9.72 eV. As for the expectation value of S²: 0.7529. For the energy above the lowest of the compared OMol25 structures with the same formula, charge and spin, the calculation gives 0.188 eV. The calculation puts the frontier orbital gap (spin up / spin down) at 8.1 / 8.3 eV.

***

Entry 2:
A cluster of 2 separate species, C3H9N2P in total. Source: OMol25; level of theory: ωB97M-V/def2-TZVPD.

Geometry as ORCA input:
```
! wB97M-V def2-TZVPD RIJCOSX def2/J DEFGRID3
* xyz 0 1
C -0.4988 1.0773 0.3688
C -1.9225 1.4977 0.4813
C 1.6852 2.0745 0.1147
N 0.5261 1.6682 0.3273
N 1.2240 -2.0224 -0.6750
P -0.4011 -2.5820 -0.4604
H -2.1416 1.8413 1.5178
H -2.1848 2.4019 -0.0625
H -2.6357 0.6976 0.3271
H 2.2229 2.0669 -0.7972
H -0.7179 -3.0065 0.9084
H 2.2241 2.3383 1.0114
H 1.1083 -1.2278 -1.3334
H 1.6941 -2.9470 -0.8614
H -0.1823 -3.8781 -0.8669
*
```

The HOMO energy is -7.48 eV. For the energy above the lowest of the compared OMol25 structures with the same formula, charge and spin, the calculation gives 3.408 eV. The calculation puts the frontier orbital gap at 8.3 eV.